58
Properties=species:S:1:pos:R:3:lowdin_spin:R:1 method="wB97M-V/def2-TZVPD" s_squared=2.01 total_energy_ha=-4658.9139 gap_ev="8.34 / 6.37" total_charge=-1 multiplicity=3 e_above_lowest_kj_mol=276.1 e_lumo_ev="1.208 / -0.757" homo_energy_ev="-7.134 / -7.131"
Pt -0.31 1.13 -0.13 1.452
N -0.13 1.97 -1.97 0.074
S 0.67 2.20 -3.26 0.012
O 1.52 3.35 -3.31 0.010
O 0.04 1.75 -4.47 0.009
F 1.75 1.09 -2.86 0.004
S -1.11 3.42 -2.12 0.007
O -1.44 3.96 -3.38 0.008
O -0.79 4.31 -1.05 0.007
F -2.45 2.75 -1.57 0.002
N 3.70 3.24 -1.13 0.001
S 2.72 3.43 0.34 0.002
O 3.38 3.85 1.56 0.006
O 1.48 2.70 0.47 0.039
F 2.25 4.84 -0.24 0.000
S 4.54 2.09 -0.47 0.000
O 3.81 1.00 0.16 0.000
O 5.80 2.47 0.13 0.000
F 5.14 1.40 -1.82 0.000
N -1.84 1.40 1.19 0.087
S -3.49 0.88 1.26 0.009
O -4.54 1.86 1.16 0.009
O -3.74 -0.30 2.05 0.006
F -3.44 0.26 -0.21 0.002
S -2.05 2.29 2.48 0.012
O -2.46 1.66 3.71 0.024
O -2.45 3.65 2.20 0.004
F -0.48 2.50 2.76 0.002
C -0.12 -3.41 -1.49 0.005
C -0.87 -2.22 -0.90 0.005
C -2.08 -2.63 -0.01 -0.001
C -1.53 -3.29 1.26 0.000
C -0.70 -2.26 2.02 -0.001
C 0.54 -1.78 1.26 0.007
N 0.04 -1.33 -0.06 0.130
O 1.07 -0.79 -0.83 0.041
C 1.05 -0.54 2.09 0.004
C 1.64 -2.87 1.33 0.006
C -1.39 -1.31 -2.00 0.004
H -0.27 -3.50 -2.57 0.000
H -0.29 -4.31 -0.91 0.000
H 0.97 -3.29 -1.58 0.000
H -2.77 -1.83 0.25 0.000
H -2.68 -3.36 -0.56 0.000
H -0.94 -4.17 0.96 0.000
H -2.34 -3.57 1.92 0.000
H -0.51 -2.56 3.05 0.000
H -1.41 -1.43 2.17 0.000
H 1.76 -0.82 2.86 0.000
H 1.49 0.16 1.38 0.000
H 0.32 0.05 2.65 0.001
H 2.66 -2.56 1.08 0.000
H 1.69 -3.09 2.40 0.001
H 1.41 -3.71 0.67 0.000
H -1.80 -1.84 -2.86 0.000
H -0.60 -0.75 -2.52 0.001
H -2.14 -0.60 -1.67 0.002
H 1.72 -1.52 -0.85 0.006